[1]
85
Properties=species:S:1:pos:R:3:forces:R:3:mulliken_charge:R:1 method="wB97M-V/def2-TZVPD" e_tot_ha=-1988.597128 charge=-1 orbital_gap_ev=7.286
O -4.723 -1.858 -0.893 0.2 -0.4 0.0 -0.396
H 2.889 1.572 -0.923 -0.5 -0.1 0.0 0.296
N 4.248 7.155 -0.510 0.0 0.2 0.2 -0.393
O -2.859 3.660 -4.088 0.1 -0.1 0.1 -0.734
H 4.308 5.597 -3.315 0.0 0.0 0.0 0.216
H -7.134 -2.355 3.977 0.0 0.0 0.0 0.184
C 1.396 2.843 -0.021 0.1 0.5 -0.7 -1.036
F -0.673 -1.659 0.796 -0.9 0.2 -1.0 -0.391
C 4.402 -1.227 1.625 0.0 -0.2 -0.4 -0.816
O 5.772 -2.722 -3.608 0.0 -0.1 -0.2 -0.619
H -2.756 -1.407 -1.453 0.0 -0.1 0.5 0.153
H 2.090 0.664 1.434 0.1 -0.1 -0.9 0.091
N 5.147 -2.491 -5.774 0.1 0.1 -0.3 -0.430
O -6.136 -4.585 3.551 0.1 0.2 0.0 -0.699
C 1.142 0.301 -0.660 1.0 -0.7 -0.4 2.168
N -2.807 3.031 -1.905 -0.2 0.1 0.3 -0.314
H 3.583 -1.650 2.239 0.4 0.3 -0.3 0.264
C -5.527 -3.523 3.590 -0.1 -0.1 0.0 0.662
C 1.706 -0.759 -1.668 0.5 -0.2 0.9 -1.866
H -0.767 1.747 -2.613 -0.2 -0.1 0.1 0.377
H -4.346 -0.176 0.895 0.2 0.0 -0.6 0.210
C 3.205 -1.165 -1.481 -0.3 -0.7 -0.3 -0.050
H 4.282 -4.702 -3.617 0.0 0.1 0.0 0.229
N -6.144 -2.333 3.830 -0.1 0.2 0.2 -0.306
H 1.722 -1.001 1.118 -0.8 0.1 -0.2 -0.013
H 4.623 -2.797 -6.570 -0.1 0.0 0.0 0.148
H 1.073 -1.660 -1.532 0.4 0.4 -0.1 0.407
N 4.520 6.301 -2.633 0.1 0.0 -0.3 -0.392
C 3.932 6.176 -1.408 -0.3 -0.4 0.1 0.567
N -4.181 -3.441 3.399 0.2 -0.1 0.1 -0.302
H -0.822 2.242 -4.275 0.0 0.0 0.0 0.166
C -3.535 -0.053 0.143 -0.2 -0.4 0.5 -0.423
H -4.659 0.193 7.920 0.0 0.0 0.0 0.154
H 3.564 -1.498 -2.478 0.1 0.3 0.5 -0.202
H -3.691 -4.296 3.218 0.0 0.0 -0.1 0.190
C -2.328 3.031 -3.177 0.1 -0.1 -0.2 0.427
H -5.965 1.186 7.381 0.0 0.0 0.0 0.223
H 1.584 2.035 -2.016 -0.1 -0.4 0.4 0.245
H 5.725 -1.676 -5.856 0.0 0.0 0.0 0.212
C 1.370 0.022 0.889 -0.2 0.9 0.2 -0.802
H 0.304 3.001 0.003 0.4 -0.2 0.1 0.077
H 4.975 -3.156 0.817 0.2 0.5 -0.3 0.382
C 1.785 1.680 -0.982 -0.4 0.6 0.5 -0.698
N -3.540 -0.012 5.659 0.1 -0.2 -0.2 -0.313
H 2.536 -2.626 0.053 0.5 0.1 -0.1 0.475
H 1.535 -0.408 -2.708 0.0 0.0 0.6 0.298
H 3.872 -0.343 -1.167 -0.5 -0.1 -0.2 0.360
H -3.631 3.570 -1.722 0.0 0.0 0.0 0.165
O 0.118 0.408 1.416 0.6 -0.9 0.3 -0.982
O -5.275 1.289 4.998 0.0 -0.2 0.2 -0.633
C -3.384 -1.434 -0.546 -0.9 0.5 1.1 -0.173
N 4.324 -4.220 -4.495 -0.1 -0.3 0.1 -0.400
H -2.380 2.516 -1.153 0.0 -0.1 -0.1 0.274
H 4.864 7.919 -0.711 0.0 0.0 0.0 0.157
H 5.142 7.046 -2.880 0.0 0.0 0.0 0.155
H -3.925 0.656 -0.610 0.3 -0.2 0.3 0.093
C 4.699 -2.161 0.416 -0.9 0.0 0.6 -0.701
H -2.391 0.411 2.010 0.0 -0.2 -0.5 -0.375
H -3.040 -0.508 6.371 0.0 0.0 0.0 0.166
H 3.719 -3.258 -1.131 -0.4 0.4 0.3 0.191
C -2.264 0.454 0.912 -0.7 0.0 -1.5 0.002
H -4.023 -3.704 -1.482 -0.3 -0.1 0.5 0.305
H 5.522 -1.717 -0.172 -0.2 -0.5 0.1 0.312
H -5.787 -3.633 -1.134 0.4 0.5 -0.1 0.274
H 3.781 -4.563 -5.264 0.0 0.1 0.0 0.153
H -3.030 -2.154 0.215 0.4 0.3 -0.6 0.298
H 3.832 7.092 0.400 0.0 0.0 0.0 0.218
B -0.858 -0.229 0.481 1.4 1.1 1.9 1.363
H -4.674 -3.631 0.230 0.2 0.2 -0.5 0.159
H -2.158 1.537 0.673 0.1 -0.5 0.3 0.092
C -4.794 -3.262 -0.813 -0.2 -0.5 -0.2 -0.600
H -3.184 -0.020 4.719 0.1 0.1 0.0 0.150
H -5.665 -1.451 3.866 0.0 0.0 -0.1 0.131
C 5.125 -3.119 -4.562 0.1 0.1 0.4 0.738
H 1.856 3.766 -0.433 -0.4 -0.6 0.4 0.522
H 5.282 -1.075 2.278 -0.3 -0.1 -0.4 0.431
H -3.665 -2.582 3.427 0.0 0.0 -0.1 0.134
O 3.179 5.258 -1.135 0.4 0.4 -0.2 -0.590
C -4.686 0.692 5.885 0.0 0.1 -0.3 0.679
N -5.125 0.678 7.178 -0.2 0.1 0.3 -0.415
O -0.277 0.194 -0.815 -0.1 0.3 -0.3 -0.721
H 1.761 2.725 1.011 -0.2 -0.2 -0.4 0.226
C 3.450 -2.376 -0.511 0.9 0.2 -0.4 -0.475
H 4.080 -0.247 1.231 0.1 -0.3 0.4 0.043
N -1.211 2.273 -3.353 0.2 -0.1 0.0 -0.354

---

[2]
77
Properties=species:S:1:pos:R:3:forces:R:3:mulliken_charge:R:1 method="wB97M-V/def2-TZVPD" e_tot_ha=-2143.957548 charge=+1 orbital_gap_ev=6.831
H 3.769 4.884 -3.517 2.3 -1.4 -0.3 0.340
C -0.776 -0.429 2.232 -0.4 0.2 -0.5 -0.085
H 3.883 3.292 -5.831 0.3 -0.7 2.6 0.368
H 1.160 -0.591 3.848 -0.1 0.1 -0.1 0.347
H 5.118 -0.711 -3.272 -1.4 0.7 -0.3 0.187
C 2.464 -0.393 -1.544 -0.9 -0.8 1.7 -0.397
S 5.732 3.759 -2.425 -0.3 2.2 8.6 0.962
H 1.581 -0.956 -2.070 1.7 0.8 1.1 0.272
H -0.027 2.027 3.168 -0.3 0.0 0.1 0.140
H 2.603 3.086 5.218 -0.2 -0.1 0.0 0.238
H -2.390 1.517 4.833 0.1 0.0 -0.1 0.373
H -3.908 -3.518 -1.248 0.1 -0.2 -0.1 0.164
C -0.598 2.391 5.664 -0.1 -0.7 -0.1 -0.804
H 5.071 0.313 -0.311 -0.9 -2.0 0.6 0.093
C 1.502 -0.137 2.913 0.2 0.1 -0.3 -0.523
H -6.539 -4.168 -2.688 0.0 0.1 0.2 0.404
H -2.568 0.779 2.388 0.1 -0.1 0.1 0.329
C 4.002 2.940 -4.696 -0.4 0.2 -0.9 -0.551
H 4.427 -0.861 1.106 0.5 0.4 -2.5 0.221
C -4.690 -3.247 -1.964 -0.7 0.0 0.2 -0.167
C 1.535 3.309 5.156 0.1 -0.3 0.1 -0.716
H -5.016 -0.010 -1.120 0.2 -0.1 0.0 0.430
H -2.853 -0.216 0.018 -0.1 0.0 0.0 0.137
N -1.031 1.900 3.278 0.0 -0.3 0.1 -0.258
C -1.490 0.937 2.270 0.4 0.1 0.1 -0.762
H -4.230 -3.117 -2.949 0.0 0.0 0.0 0.367
H -0.967 0.453 4.826 -0.1 -0.1 0.3 0.194
H -0.922 2.120 6.672 0.0 0.0 0.0 0.397
H -5.195 -5.286 -2.434 0.0 0.0 0.0 0.393
H -5.707 -2.544 1.241 0.0 -0.3 0.0 0.184
C 3.612 -1.438 -1.019 -0.4 -0.5 0.7 -0.531
H -1.349 1.418 1.295 0.0 -0.1 0.0 0.353
H 2.459 -0.590 2.642 -0.1 0.0 0.0 0.050
H 7.415 2.345 -2.791 -0.2 2.1 0.1 0.397
N -5.351 -1.998 -1.569 0.4 -0.1 0.0 -0.301
H -0.890 -0.991 3.166 0.2 0.1 0.1 0.244
H 2.180 1.256 -2.884 0.9 -0.7 0.7 0.346
C -5.698 -4.405 -2.026 0.6 0.1 0.3 -0.808
O 5.191 2.619 -1.531 1.6 2.4 -4.4 -0.535
C -3.513 -1.090 -0.028 -0.2 0.6 -0.1 0.061
H -2.852 -1.960 -0.105 -0.2 -0.2 0.0 0.349
C -1.311 1.478 4.655 0.4 0.6 0.0 -0.199
H 6.023 1.697 -4.425 -2.3 -0.3 -0.3 0.303
H -4.744 -2.386 2.705 0.1 0.1 -0.1 0.318
H 3.199 -0.643 -4.707 1.0 0.5 0.7 0.170
H 5.714 -1.462 -0.134 -2.0 1.5 0.3 0.280
O 0.817 2.169 5.611 -0.2 0.5 -0.2 -0.347
H -4.030 -3.182 1.291 -0.1 0.1 -0.1 0.304
C 4.745 -0.774 -0.027 0.9 -0.9 -0.2 -0.609
H -0.860 3.444 5.504 0.1 -0.1 -0.1 0.408
H 1.677 0.932 3.050 0.0 0.0 0.3 0.261
H 1.323 4.178 5.786 0.0 0.0 -0.1 0.348
C 4.666 4.203 -3.895 -0.9 0.0 -1.6 -0.576
H 2.884 2.717 -4.341 2.6 0.6 -0.6 0.273
C -4.411 -0.913 -1.268 -0.4 -0.1 0.4 -1.186
H 5.321 4.823 -4.640 -1.0 -1.2 1.6 0.364
H 3.041 -2.252 -0.357 1.1 1.8 -1.6 0.335
H -1.271 -1.029 1.460 0.1 0.1 0.1 -0.001
O 7.350 3.364 -2.842 -2.7 -1.4 -0.2 -0.460
H -7.777 -4.862 0.504 0.1 0.0 -0.1 0.243
O 0.595 -0.350 1.840 -0.1 -0.1 0.3 -0.282
O 5.792 5.041 -1.508 0.2 -4.5 -4.9 -0.597
H -3.783 -0.727 -2.147 0.0 -0.1 0.0 0.419
H 4.907 1.195 -5.858 0.0 0.6 2.5 0.418
H -8.119 -5.038 -1.230 0.0 0.1 0.0 0.345
H 1.289 3.529 4.113 0.0 0.2 0.0 0.306
P 4.015 0.128 -3.759 -0.2 1.5 0.9 0.224
C -4.694 -2.375 1.612 -0.2 0.2 0.3 -0.639
O -4.233 -1.094 1.206 0.5 -0.3 -0.5 -0.355
H 2.026 0.145 -0.573 0.9 -1.2 -2.2 0.125
H -7.723 -3.430 -0.541 -0.2 0.0 -0.1 0.318
H -5.919 -2.171 -0.742 0.1 0.0 -0.2 0.105
O -6.129 -4.751 -0.703 -0.3 0.3 -0.4 -0.345
H 4.126 -2.071 -1.888 -1.2 1.5 1.7 0.316
C 4.899 1.571 -4.724 -0.6 -0.2 -1.4 -0.557
N 2.964 0.714 -2.444 1.3 -1.3 -2.2 -0.200
C -7.512 -4.502 -0.494 0.2 -0.1 0.2 -0.734